The following is a DFT calculation (wB97M-V/def2-TZVPD) of a cluster of 19 separate species, C41H29Cl74IN2O4S in total.

Atoms and positions in Å:
C  7.973  1.491  0.938
C  8.143  0.919  -0.556
O  7.765  -0.469  -0.717
C  6.335  -0.656  -0.642
C  5.547  -0.309  -2.016
C  4.190  0.463  -1.597
C  2.965  -0.365  -1.053
Cl  3.017  -2.206  -0.896
C  1.665  0.343  -0.613
C  0.391  -0.449  -0.017
C  -0.753  -0.707  -1.145
C  -2.186  -1.022  -0.437
C  -3.026  0.311  -0.143
O  -4.020  0.190  0.911
C  -3.426  -0.058  2.181
C  -2.272  0.858  2.846
O  -3.818  -1.050  2.848
C  1.547  1.918  -0.701
N  0.318  2.498  -0.236
C  0.299  3.916  -0.336
C  -1.047  4.639  0.210
C  -0.902  4.722  1.807
C  -1.691  5.942  2.494
Cl  0.869  4.860  2.384
C  1.487  4.720  -0.939
C  1.315  6.331  -1.040
C  1.045  6.659  -2.582
O  -0.081  6.759  -3.107
I  2.831  6.896  -3.870
N  2.727  4.205  -1.421
C  2.705  2.778  -1.253
C  4.019  1.995  -1.696
S  5.432  2.980  -2.383
H  6.961  1.255  1.420
H  8.048  2.647  0.895
H  8.784  1.151  1.668
H  7.649  1.607  -1.347
H  9.277  0.975  -0.790
H  5.817  -0.070  0.195
H  6.166  -1.775  -0.414
H  6.213  0.303  -2.712
H  5.295  -1.285  -2.584
H  -0.134  0.184  0.797
H  0.668  -1.450  0.456
H  -0.829  0.206  -1.846
H  -0.494  -1.638  -1.759
H  -1.933  -1.635  0.507
H  -2.841  -1.712  -1.085
H  -3.580  0.611  -1.113
H  -2.365  1.221  0.116
H  -1.599  1.352  2.067
H  -2.825  1.620  3.517
H  -1.609  0.203  3.521
H  -1.902  3.903  -0.045
H  -1.257  5.633  -0.308
H  -1.283  3.737  2.275
H  -2.699  6.174  2.010
H  -1.806  5.770  3.631
H  -1.050  6.909  2.408
H  2.317  6.841  -0.761
H  0.542  6.745  -0.314
H  5.518  2.667  -3.750
C  8.933  -3.858  -0.589
Cl  9.763  -5.391  -0.240
Cl  7.578  -3.654  0.541
Cl  10.074  -2.511  -0.398
Cl  8.318  -3.882  -2.257
C  -0.201  -1.217  -5.214
Cl  -1.091  -2.541  -4.426
Cl  -1.325  0.106  -5.594
Cl  1.068  -0.622  -4.121
Cl  0.542  -1.812  -6.714
C  8.701  -9.105  -1.965
Cl  8.319  -7.587  -2.804
Cl  7.964  -9.085  -0.349
Cl  8.058  -10.476  -2.894
Cl  10.464  -9.269  -1.810
C  0.422  -5.722  -7.678
Cl  0.705  -7.385  -7.118
Cl  -0.253  -4.749  -6.352
Cl  1.959  -5.007  -8.211
Cl  -0.723  -5.744  -9.037
C  -4.354  2.107  -8.150
Cl  -2.985  2.328  -7.039
Cl  -4.165  0.571  -9.023
Cl  -5.870  2.079  -7.225
Cl  -4.394  3.448  -9.314
C  10.363  -10.167  2.941
Cl  9.979  -8.650  2.097
Cl  9.628  -10.152  4.558
Cl  9.720  -11.538  2.012
Cl  12.126  -10.330  3.093
C  0.216  5.267  6.228
Cl  1.862  5.329  5.562
Cl  -0.623  3.829  5.608
Cl  0.296  5.184  8.001
Cl  -0.671  6.729  5.746
C  0.428  10.130  2.169
Cl  -1.273  10.398  1.728
Cl  0.744  10.840  3.767
Cl  0.757  8.385  2.222
Cl  1.481  10.895  0.961
C  7.918  -6.327  5.534
Cl  7.070  -7.667  6.337
Cl  6.763  -5.023  5.181
Cl  9.199  -5.712  6.600
Cl  8.638  -6.908  4.017
C  -1.571  6.557  11.467
Cl  -1.282  7.122  13.126
Cl  -0.432  5.247  11.081
Cl  -3.236  5.953  11.327
Cl  -1.331  7.902  10.331
C  -8.033  0.374  1.460
Cl  -8.410  2.097  1.686
Cl  -6.410  0.034  2.094
Cl  -9.230  -0.612  2.326
Cl  -8.085  -0.021  -0.273
C  1.163  -5.944  -2.461
Cl  0.771  -4.228  -2.227
Cl  2.780  -6.278  -1.802
Cl  -0.040  -6.943  -1.615
Cl  1.140  -6.332  -4.197
C  -2.463  -9.181  1.029
Cl  -1.088  -8.971  2.135
Cl  -2.277  -10.707  0.137
Cl  -3.974  -9.221  1.963
Cl  -2.512  -7.826  -0.119
C  -13.034  -1.297  2.803
Cl  -12.453  -0.639  1.260
Cl  -14.593  -2.111  2.548
Cl  -11.852  -2.467  3.434
Cl  -13.239  0.025  3.972
C  -4.410  3.141  7.055
Cl  -3.021  3.365  8.139
Cl  -4.231  1.611  6.170
Cl  -5.908  3.100  8.010
Cl  -4.482  4.489  5.899
C  -0.271  7.879  -6.617
Cl  0.022  6.218  -6.057
Cl  -0.965  8.841  -5.295
Cl  1.263  8.609  -7.138
Cl  -1.406  7.850  -7.985
C  -11.813  -4.318  -0.739
Cl  -11.028  -5.871  -0.379
Cl  -13.175  -4.070  0.376
Cl  -10.636  -3.001  -0.541
Cl  -12.410  -4.329  -2.412
C  -10.875  -2.566  -6.046
Cl  -9.223  -2.538  -6.700
Cl  -11.737  -3.987  -6.676
Cl  -10.811  -2.652  -4.273
Cl  -11.732  -1.089  -6.537

Calculated values
**2S+1**: 1
**Kohn-Sham gap**: 7.305 eV
**LUMO energy**: -0.0534 hartree
**Max |F|**: 6.43 eV/Å
**E_HOMO**: -8.76 eV

---

The following is a DFT calculation (wB97M-V/def2-TZVPD) of a structure of composition C41H29N5O10PPt.

Atoms and positions in Å:
Pt  -0.629  0.354  -1.538
O  -3.505  -1.742  -3.377
C  -2.982  -0.667  -3.140
O  -1.714  -0.431  -3.135
C  -3.869  0.554  -2.979
C  -4.996  0.604  -3.746
C  -5.818  1.740  -3.748
C  -5.468  2.834  -2.991
C  -4.340  2.805  -2.186
C  -3.489  1.631  -2.103
O  -2.501  1.557  -1.300
N  -4.084  4.009  -1.441
O  -3.198  4.033  -0.601
O  -4.774  4.995  -1.682
N  -7.005  1.781  -4.553
O  -7.668  2.809  -4.561
O  -7.303  0.787  -5.197
H  -5.247  -0.243  -4.368
H  -6.067  3.731  -3.010
C  -2.996  3.840  5.422
O  -2.041  2.815  5.257
C  -0.810  3.167  4.800
C  -0.366  4.475  4.655
C  0.925  4.726  4.218
C  1.774  3.685  3.862
C  1.320  2.368  4.011
C  0.054  2.118  4.489
N  3.111  3.986  3.522
N  3.750  3.395  2.633
C  3.156  2.547  1.690
C  3.803  1.361  1.390
C  3.229  0.391  0.576
C  1.988  0.604  -0.021
O  1.362  -0.267  -0.732
C  1.379  1.878  0.162
N  0.235  2.085  -0.531
C  -0.362  3.249  -0.453
C  0.168  4.311  0.292
C  1.320  4.125  1.008
C  1.946  2.861  0.996
H  -3.910  3.348  5.747
H  -3.180  4.371  4.484
H  -2.691  4.559  6.189
H  -1.012  5.310  4.886
H  1.274  5.746  4.115
H  1.978  1.544  3.764
H  -0.297  1.103  4.619
H  4.745  1.158  1.883
H  3.725  -0.555  0.413
H  -1.298  3.359  -0.972
H  -0.352  5.257  0.280
H  1.764  4.949  1.547
O  -0.372  -2.236  -1.279
P  0.940  -2.855  -0.957
C  0.767  -4.674  -1.222
C  -0.520  -5.190  -1.336
C  -0.717  -6.543  -1.572
C  0.369  -7.397  -1.684
C  1.657  -6.893  -1.566
C  1.852  -5.539  -1.343
C  2.290  -2.513  -2.134
C  3.628  -2.825  -1.932
C  4.544  -2.651  -2.959
C  4.136  -2.119  -4.173
C  2.810  -1.752  -4.356
C  1.885  -1.963  -3.346
C  1.356  -2.800  0.819
C  2.305  -3.619  1.420
C  2.512  -3.555  2.791
C  1.765  -2.683  3.569
C  0.803  -1.878  2.973
C  0.594  -1.943  1.606
H  -1.361  -4.513  -1.258
H  -1.722  -6.932  -1.682
H  0.220  -8.452  -1.873
H  2.511  -7.552  -1.662
H  2.863  -5.162  -1.291
H  3.973  -3.183  -0.969
H  5.580  -2.932  -2.812
H  4.859  -1.972  -4.966
H  2.494  -1.307  -5.290
H  0.843  -1.690  -3.477
H  2.875  -4.320  0.826
H  3.255  -4.194  3.250
H  1.925  -2.637  4.639
H  0.208  -1.204  3.576
H  -0.161  -1.331  1.128

Calculated values
**2S+1**: 1
**Kohn-Sham gap (spin up / spin down)**: 6.823 / 6.833 eV
**LUMO energy (spin up / spin down)**: 0.0563 / 0.0568 hartree
**Max |F|**: 4.53 eV/Å
**E_HOMO (spin up / spin down)**: -5.29 / -5.29 eV
**Total charge**: -1

---

The following is a DFT calculation (wB97M-V/def2-TZVPD) of a structure of composition C41H30BrIrN10O9S2.

Atoms and positions in Å:
Ir  0.852  -1.110  -0.478
O  1.933  -1.209  3.903
C  0.662  -1.156  4.361
C  0.480  -1.157  5.743
C  -0.790  -1.101  6.280
C  -1.906  -1.046  5.450
C  -1.729  -1.055  4.081
C  -0.455  -1.114  3.513
C  -0.311  -1.142  2.040
O  0.889  -0.912  1.552
N  -1.360  -1.399  1.318
N  -1.047  -1.378  -0.034
C  -1.981  -1.568  -0.886
C  -1.804  -1.541  -2.324
C  -2.994  -1.587  -3.076
C  -3.005  -1.571  -4.448
C  -1.781  -1.533  -5.125
C  -0.600  -1.488  -4.426
C  -0.561  -1.459  -3.014
O  0.631  -1.368  -2.467
H  1.875  -1.137  2.927
H  1.361  -1.197  6.372
H  -0.913  -1.096  7.357
H  -2.902  -0.990  5.869
H  -2.577  -1.011  3.411
H  -2.979  -1.727  -0.490
H  -3.930  -1.615  -2.529
H  -3.939  -1.587  -4.992
H  -1.756  -1.532  -6.208
H  0.353  -1.472  -4.940
C  5.685  -0.841  -3.105
N  4.699  -0.879  -2.028
C  3.384  -1.040  -2.089
N  2.880  -0.858  -0.881
C  3.958  -0.609  -0.096
N  5.086  -0.598  -0.760
C  5.088  -1.241  -4.427
C  5.495  -2.398  -5.074
C  4.910  -2.773  -6.278
C  3.880  -2.025  -6.817
C  3.453  -0.872  -6.161
C  4.078  -0.469  -4.990
C  2.276  -0.154  -6.646
N  1.639  -0.294  -7.754
N  0.509  0.511  -7.662
C  0.551  1.070  -6.500
O  1.658  0.708  -5.803
C  -0.434  1.928  -5.854
C  -1.623  2.222  -6.516
C  -2.599  2.953  -5.862
C  -2.396  3.393  -4.560
C  -1.195  3.134  -3.913
C  -0.980  3.642  -2.509
N  -0.186  2.706  -1.728
C  -0.499  1.461  -1.401
N  0.555  0.897  -0.818
C  1.492  1.882  -0.802
N  1.081  2.992  -1.359
C  -0.220  2.389  -4.560
H  6.502  -1.504  -2.826
H  6.076  0.177  -3.147
H  2.797  -1.320  -2.945
H  3.893  -0.431  0.965
H  6.266  -3.017  -4.630
H  5.238  -3.675  -6.778
H  3.378  -2.332  -7.724
H  3.741  0.433  -4.491
H  -1.779  1.842  -7.517
H  -3.541  3.156  -6.354
H  -3.185  3.905  -4.023
H  -1.935  3.784  -2.009
H  -0.416  4.574  -2.500
H  -1.461  1.011  -1.591
H  2.475  1.762  -0.382
H  0.705  2.145  -4.050
Br  1.112  -9.783  1.183
C  1.337  -7.978  0.628
C  0.483  -7.007  1.121
C  0.653  -5.693  0.710
C  1.668  -5.359  -0.179
C  2.511  -6.351  -0.661
C  2.353  -7.669  -0.261
C  1.881  -3.931  -0.634
O  2.802  -3.668  -1.399
O  1.016  -3.117  -0.138
H  -0.303  -7.273  1.814
H  0.000  -4.913  1.077
H  3.293  -6.069  -1.353
H  3.006  -8.446  -0.634
O  -2.737  3.068  0.052
S  -4.046  2.806  -0.549
O  -4.000  2.770  -2.005
O  -5.146  3.556  0.001
S  -4.236  0.827  0.077

Calculated values
**2S+1**: 2
**Kohn-Sham gap (spin up / spin down)**: 7.220 / 6.317 eV
**LUMO energy (spin up / spin down)**: 0.0573 / 0.0242 hartree
**Max |F|**: 0.14 eV/Å
**E_HOMO (spin up / spin down)**: -5.66 / -5.66 eV
**Total charge**: -1

---

| no. | E_tot (eV) |
| --- | --- |
| 1 | -999738.279 |
| 2 | -83444.584 |
| 3 | -170889.786 |